{
  "formula": "C46H124N4O26",
  "method": "ωB97M-V/def2-TZVPD",
  "elements": ["C", "C", "O", "O", "H", "H", "H", "H", "H", "H", "C", "C", "O", "O", "H", "H", "H", "H", "H", "H", "C", "C", "O", "O", "H", "H", "H", "H", "H", "H", "C", "C", "O", "O", "H", "H", "H", "H", "H", "H", "C", "C", "O", "O", "H", "H", "H", "H", "H", "H", "C", "C", "O", "O", "H", "H", "H", "H", "H", "H", "C", "C", "O", "O", "H", "H", "H", "H", "H", "H", "C", "C", "O", "O", "H", "H", "H", "H", "H", "H", "C", "O", "C", "C", "N", "C", "C", "O", "C", "H", "H", "H", "H", "H", "H", "H", "H", "H", "H", "H", "H", "H", "H", "H", "C", "O", "C", "C", "N", "C", "C", "O", "C", "H", "H", "H", "H", "H", "H", "H", "H", "H", "H", "H", "H", "H", "H", "H", "C", "O", "C", "C", "N", "C", "C", "O", "C", "H", "H", "H", "H", "H", "H", "H", "H", "H", "H", "H", "H", "H", "H", "H", "C", "O", "C", "C", "N", "C", "C", "O", "C", "H", "H", "H", "H", "H", "H", "H", "H", "H", "H", "H", "H", "H", "H", "H", "C", "C", "C", "O", "H", "H", "H", "H", "H", "H", "H", "H", "C", "C", "C", "O", "H", "H", "H", "H", "H", "H", "H", "H"],
  "coordinates": [[2.19122, -1.93433, 3.80338], [3.67828, -2.07998, 4.12461], [4.38779, -1.88305, 2.86027], [1.53781, -2.29441, 4.99720], [1.88514, -2.64007, 3.03114], [2.02580, -0.87513, 3.60637], [3.80100, -3.12222, 4.41919], [4.06447, -1.40275, 4.88639], [5.30505, -2.16584, 2.87701], [0.69644, -2.68221, 4.74557], [-8.08339, 2.50664, -3.97385], [-6.54510, 2.63242, -3.61895], [-5.90170, 1.44136, -3.10052], [-8.61886, 3.69996, -4.51530], [-8.59370, 2.29089, -3.03516], [-8.24576, 1.77942, -4.76939], [-6.44453, 3.41875, -2.87084], [-5.90308, 2.94853, -4.44113], [-5.45231, 1.02766, -3.84114], [-9.57539, 3.63109, -4.47157], [2.17372, 3.01130, 4.08927], [0.75073, 2.95893, 4.65304], [0.85600, 2.91346, 6.05908], [2.74649, 4.25776, 4.30546], [2.12908, 2.89676, 3.00622], [2.74053, 2.19677, 4.54022], [0.14541, 2.15349, 4.23715], [0.26299, 3.84734, 4.25188], [0.04189, 2.61270, 6.46939], [2.26554, 4.61504, 5.05556], [4.91207, 6.03554, 2.11609], [5.40960, 4.52154, 2.22053], [5.31771, 4.09423, 3.57173], [3.53602, 6.15438, 2.41886], [5.02795, 6.48939, 1.13187], [5.54250, 6.64390, 2.76460], [6.43789, 4.54335, 1.85964], [4.75344, 3.88053, 1.63175], [4.38547, 3.97756, 3.76899], [3.35766, 5.56023, 3.15151], [6.36363, 0.44425, 1.46903], [7.38976, 1.15315, 2.40980], [8.65516, 1.15976, 1.74589], [6.12930, 1.09478, 0.20541], [5.46794, 0.60136, 2.06999], [6.57004, -0.62560, 1.43896], [7.54578, 0.60617, 3.33962], [7.00304, 2.13855, 2.66966], [8.49839, 1.37690, 0.82400], [6.66597, 0.74526, -0.50973], [-5.13732, -1.85288, -2.74996], [-5.00017, -1.85240, -4.24634], [-4.99363, -0.52655, -4.78927], [-6.39939, -1.31089, -2.25420], [-4.30480, -1.27178, -2.35330], [-5.09585, -2.90081, -2.45291], [-5.81798, -2.41355, -4.69844], [-4.06445, -2.31668, -4.55776], [-4.96054, -0.62456, -5.74368], [-6.49333, -0.37151, -2.42837], [-5.52888, 1.31721, 0.53015], [-5.97135, 2.79564, 0.14275], [-6.34805, 3.58807, 1.31765], [-4.58767, 1.26258, 1.55878], [-5.18644, 0.75849, -0.34086], [-6.41176, 0.75271, 0.83010], [-6.82726, 2.79471, -0.53216], [-5.16206, 3.18118, -0.47734], [-5.76649, 3.27915, 2.01619], [-3.73408, 1.27251, 1.11961], [-1.98301, 2.81393, -6.46112], [-2.02001, 1.39688, -5.85562], [-2.00493, 0.35526, -6.85221], [-0.70010, 3.05581, -6.95029], [-2.17575, 3.43123, -5.58368], [-2.73420, 2.88117, -7.24807], [-2.89600, 1.18390, -5.24293], [-1.15654, 1.22357, -5.21338], [-1.12289, -0.00549, -6.96822], [-0.37668, 2.22104, -7.29694], [3.99589, -1.03957, -8.86825], [3.75997, 0.13981, -8.12933], [4.56724, 1.26987, -8.64565], [4.12648, 2.55523, -7.94603], [3.66719, 2.33998, -6.53015], [2.82313, 3.42257, -6.05306], [2.07303, 2.99037, -4.66422], [1.75276, 1.61108, -4.57670], [1.09653, 1.34788, -3.38128], [3.34305, -1.87298, -8.60876], [5.04564, -1.32618, -8.80525], [3.81867, -0.83805, -9.92470], [4.59932, 1.37200, -9.73038], [5.60193, 1.14821, -8.32513], [3.36549, 3.05143, -8.54835], [5.01120, 3.19125, -7.97535], [4.43644, 2.48329, -5.89154], [2.09918, 3.72306, -6.81049], [3.47939, 4.27420, -5.87378], [1.16623, 3.59317, -4.61483], [2.62426, 3.29556, -3.77479], [1.86738, 1.33216, -2.61079], [0.72665, 0.32256, -3.38211], [0.20641, 1.97171, -3.29994], [-4.76785, -1.68345, 3.30407], [-3.42526, -1.76132, 3.74992], [-3.16174, -2.71177, 4.76986], [-1.64556, -2.79353, 5.05638], [-0.84355, -3.06222, 3.85259], [-0.91669, -4.38939, 3.24903], [-0.38113, -5.50985, 4.14372], [-1.21509, -5.66218, 5.24276], [-1.07975, -6.96442, 5.82464], [-4.73445, -0.96071, 2.48882], [-5.47872, -1.37512, 4.07068], [-5.20186, -2.63954, 3.01144], [-3.53370, -3.65664, 4.37367], [-3.57719, -2.36390, 5.71564], [-1.49487, -3.45941, 5.90608], [-1.32547, -1.82299, 5.43543], [-1.21993, -2.58904, 3.04355], [-0.20034, -4.33264, 2.42945], [-1.89330, -4.67437, 2.85773], [0.65673, -5.40811, 4.46088], [-0.47935, -6.44543, 3.59312], [-1.60954, -6.87188, 6.77272], [-0.13360, -7.38327, 6.16737], [-1.64507, -7.66842, 5.21400], [2.61308, 0.83875, 1.22549], [1.18343, 1.14522, 1.30334], [0.33076, -0.03950, 1.11738], [-1.11864, 0.44020, 1.44893], [-2.09418, 0.68092, 0.35147], [-1.71366, 1.73498, -0.57923], [-2.69989, 1.79896, -1.85153], [-2.36186, 2.71064, -2.88324], [-2.56993, 4.02022, -2.45596], [3.01995, 0.44688, 2.15769], [3.18112, 1.75416, 1.05983], [2.81847, 0.19095, 0.37327], [0.73708, -0.84736, 1.72595], [0.38050, -0.30127, 0.06045], [-1.05063, 1.34757, 2.04906], [-1.66671, -0.27889, 2.05771], [-2.09594, -0.19992, -0.14272], [-0.70093, 1.58446, -0.95316], [-1.61826, 2.68321, -0.05021], [-3.76043, 1.81860, -1.60060], [-2.54512, 0.88679, -2.42779], [-1.77254, 4.47912, -1.87144], [-3.55207, 4.25423, -2.04516], [-2.58045, 4.63340, -3.35708], [2.03364, -2.53233, -1.02193], [1.95358, -3.39900, 0.08104], [3.21512, -3.89934, 0.58501], [3.13490, -4.92597, 1.75065], [4.29734, -5.80533, 1.99713], [4.01388, -6.76415, 3.09015], [5.18349, -7.17667, 3.92716], [6.14632, -7.89368, 3.16050], [7.38147, -8.25819, 3.78872], [1.00971, -2.18899, -1.16954], [2.34078, -3.05722, -1.92651], [2.61828, -1.63165, -0.83466], [3.87441, -3.05398, 0.78197], [3.65158, -4.52495, -0.19359], [2.25781, -5.54594, 1.56505], [3.16701, -4.27146, 2.62167], [4.50411, -6.27924, 1.12951], [3.48087, -7.66160, 2.77617], [3.29073, -6.30971, 3.76738], [4.89689, -7.79637, 4.77683], [5.58683, -6.21434, 4.24232], [8.07521, -8.61141, 3.02579], [7.23213, -9.16406, 4.37624], [7.68390, -7.46191, 4.46885], [-3.79511, 6.68175, 0.56564], [-4.05874, 5.99023, 1.88569], [-3.31947, 4.62542, 1.94713], [-3.68140, 6.81873, 2.97723], [-2.76472, 7.03513, 0.52654], [-4.40885, 7.58009, 0.49926], [-3.79803, 6.11275, -0.36405], [-5.12934, 5.79792, 1.95593], [-3.56339, 4.10747, 2.87468], [-2.24481, 4.80486, 1.91562], [-3.60673, 4.04007, 1.07366], [-4.12531, 6.48048, 3.75834], [-1.17694, -3.73873, -0.23386], [-2.43032, -2.96719, -0.64643], [-3.30241, -2.62199, 0.51745], [-2.05754, -1.70799, -1.20401], [-0.64354, -4.07119, -1.12439], [-1.48462, -4.59405, 0.36769], [-0.52023, -3.14768, 0.40449], [-3.01228, -3.53245, -1.37438], [-4.31416, -2.30067, 0.27000], [-2.92858, -1.91324, 1.25638], [-3.49905, -3.51694, 1.10778], [-1.80217, -1.96023, -2.09438]],
  "forces_ev_per_angstrom": [[0.84, 0.25, 1.49], [0.55, -0.88, -1.79], [-0.63, 0.37, 0.31], [0.50, 0.22, 0.79], [0.17, 0.49, -0.52], [-0.43, -0.03, -0.63], [0.25, -0.01, 0.41], [-0.32, 0.04, 0.06], [-0.03, -0.14, 0.48], [-0.61, -0.09, -0.43], [1.13, -0.27, -0.14], [-0.07, 0.18, -0.10], [-1.24, 0.85, 0.24], [0.54, 0.82, 0.20], [-0.06, -0.54, -0.05], [0.20, -0.81, 0.53], [-0.10, -0.05, 0.18], [-0.54, 0.24, -0.45], [0.09, -0.47, -0.23], [0.00, 0.05, 0.00], [-1.50, -1.52, -0.76], [0.28, -0.02, -0.92], [0.09, 0.22, 0.21], [-0.13, 0.79, 0.90], [-0.08, -0.38, -0.01], [0.31, 0.01, 0.03], [0.39, -0.49, 0.06], [-0.26, 0.53, 0.43], [-0.09, 0.07, -0.14], [0.39, 0.50, 0.39], [0.15, -1.14, -0.23], [-1.00, 2.19, 0.08], [1.04, -0.08, -0.39], [0.28, 0.13, -0.13], [0.14, -0.45, -0.31], [0.01, -0.05, 0.47], [0.06, -0.56, 0.21], [0.23, 0.04, -0.54], [-0.02, 0.09, 0.33], [-0.32, 0.02, 0.23], [-0.26, 1.02, 1.76], [0.16, -0.67, -1.91], [0.21, 0.27, 0.47], [0.27, -0.16, 0.81], [-0.57, -0.44, -0.48], [0.06, 0.03, -0.57], [-0.26, -0.20, -0.09], [0.23, 0.27, -0.15], [-0.03, 0.23, -0.04], [0.15, -0.29, 0.19], [-1.06, 1.28, 0.02], [-0.32, 0.10, -0.68], [-0.05, 0.00, 0.21], [0.85, -1.52, -0.29], [0.12, -0.15, 0.38], [0.01, 0.13, 0.36], [-0.17, -0.10, 0.02], [0.19, -0.33, 0.29], [0.08, 0.20, -0.13], [0.46, 0.47, -0.31], [-1.61, 0.65, -0.48], [0.01, -1.17, 0.91], [0.53, -0.87, -1.65], [-0.65, 0.54, 0.51], [0.20, 0.30, -0.39], [-0.19, 0.13, 0.36], [-0.20, -0.25, 0.23], [0.36, 0.79, 0.44], [0.25, -0.11, 0.23], [1.14, -0.33, -0.10], [-0.20, -1.92, 1.24], [0.00, -0.68, -0.21], [-0.21, 0.17, -0.35], [0.61, 0.56, -0.29], [-0.11, 0.60, -0.38], [-0.22, 0.28, 0.09], [-0.20, 0.42, -0.07], [0.13, 0.46, 0.17], [0.06, 0.09, 0.14], [0.21, 0.00, -0.22], [0.40, 0.59, -0.79], [0.57, 1.07, -1.02], [-0.44, -1.10, 2.03], [-0.22, -0.24, 0.65], [0.12, 0.40, -1.05], [-0.94, -0.86, 1.35], [0.40, 0.72, -1.48], [0.35, 0.53, -1.50], [0.06, -0.92, -0.09], [0.00, 0.31, 0.56], [0.16, -0.32, 0.23], [-0.11, -0.06, -0.35], [-0.51, -0.19, -0.13], [0.24, -0.67, -0.05], [-0.34, -0.01, 0.37], [0.05, 0.41, -0.06], [0.74, -0.91, -0.33], [-0.22, -0.23, 0.16], [-0.42, 0.59, 0.41], [-0.36, 0.02, -0.13], [0.61, -0.08, 0.03], [-0.46, 0.73, 0.82], [-0.02, -0.24, -0.39], [0.17, 0.42, 0.77], [0.03, 0.07, 0.20], [0.37, 0.17, 0.09], [0.78, 0.37, -0.24], [-1.17, 0.87, -0.77], [-0.27, -0.96, -0.10], [1.65, -1.03, 1.01], [-0.64, -0.18, -0.95], [0.42, -0.81, 1.41], [-1.80, 0.54, 1.01], [-0.39, -0.12, 0.07], [0.24, 0.59, 0.38], [0.45, -0.42, -0.51], [-0.24, -0.40, 0.68], [-0.72, -0.42, 0.07], [0.25, -0.42, -0.56], [-0.02, 0.26, -0.16], [-0.12, 1.56, 0.51], [-0.18, -0.15, -0.37], [-0.26, 0.01, 0.08], [0.24, 0.40, -0.12], [0.40, -0.16, -0.59], [-0.32, -0.11, -0.01], [0.72, 0.58, -0.86], [0.29, -0.29, -0.14], [-0.93, 0.55, -0.13], [0.84, -0.93, 0.01], [0.03, 2.10, -0.18], [-0.41, -0.17, 0.16], [0.77, 0.21, 0.15], [-0.23, 0.41, -1.32], [1.46, -1.49, 0.21], [-0.21, 0.36, 1.35], [0.02, 1.88, -1.46], [-0.30, -0.50, -0.02], [-0.38, 0.28, -0.19], [0.04, -0.22, 0.14], [-0.41, -0.14, 0.11], [0.03, -0.32, -0.14], [0.17, 0.07, 0.02], [0.38, -0.23, 0.34], [-0.43, 0.04, -0.40], [0.22, -0.15, -0.40], [-0.51, 0.17, 0.12], [0.00, 0.43, 0.22], [-0.15, -0.69, 0.57], [0.08, -0.47, 0.54], [-0.14, -0.61, 0.57], [0.15, 0.06, -0.31], [-0.56, -0.08, 0.18], [0.37, -0.85, 1.52], [0.61, -0.97, -1.30], [0.08, 1.33, 0.46], [-0.02, 0.26, -0.32], [-0.88, -0.24, -0.57], [1.34, 0.23, -0.33], [0.08, 0.02, -0.69], [-1.54, -0.41, 0.26], [-0.06, 0.01, -0.15], [0.35, 0.04, -0.10], [0.43, -0.13, 0.01], [0.02, -0.12, 0.28], [0.34, 0.28, -0.74], [-0.60, 0.31, 0.46], [-1.12, -0.49, 0.45], [0.29, -0.38, 0.08], [-0.04, -0.23, -0.59], [0.10, 0.36, 0.16], [-0.33, 0.15, 0.22], [0.57, -0.02, 0.55], [0.14, 0.87, -0.10], [-0.22, -0.08, 0.49], [0.63, 0.06, -0.31], [0.95, 1.12, 0.12], [0.01, -1.55, -0.39], [-0.31, 1.00, -0.10], [0.23, 0.34, -0.27], [0.27, 0.24, 0.48], [-0.13, -0.11, -0.28], [-0.88, -0.49, 0.32], [-0.13, -0.11, -0.05], [0.00, -0.20, -0.07], [0.10, -0.02, 0.02], [0.00, -0.22, 0.16], [0.01, 0.02, 0.05], [-0.69, -0.07, -0.04], [0.35, 0.44, 1.15], [-1.19, -0.81, 1.19], [0.17, -0.52, -1.12], [0.22, -0.08, 0.16], [0.09, -0.26, -0.22], [0.02, 0.19, -0.20], [-0.01, -0.13, -0.11], [0.11, 0.33, -0.49], [0.49, 0.16, -0.37], [0.12, -0.31, 0.08], [0.35, 0.67, -0.37]],
  "e_homo_ha": -0.3197
}